1.
Below is C29H31BO6 in the gas phase at a distorted geometry, with properties calculated with ωB97M-V with the def2-TZVPD basis set.

Cartesian coordinates (Å):
C (5.31, -2.66, -3.99)
O (4.45, -1.50, -4.02)
C (3.28, -1.51, -3.35)
C (2.47, -0.35, -3.39)
C (1.36, -0.24, -2.58)
C (1.01, -1.27, -1.69)
C (-0.13, -1.22, -0.66)
O (-1.36, -1.66, -1.17)
C (-1.65, -1.57, -2.58)
C (1.75, -2.45, -1.73)
C (2.83, -2.61, -2.59)
H (6.21, -2.32, -4.52)
H (5.57, -2.96, -2.97)
H (4.86, -3.50, -4.53)
H (2.74, 0.47, -4.04)
H (0.76, 0.66, -2.63)
H (0.16, -2.00, 0.06)
H (-1.26, -2.44, -3.13)
H (-2.74, -1.59, -2.62)
H (-1.27, -0.63, -3.02)
H (1.50, -3.25, -1.02)
H (3.34, -3.58, -2.65)
C (-1.71, 0.60, 6.14)
C (-1.81, 0.90, 4.73)
C (-2.45, 1.86, 3.99)
C (-2.28, 1.49, 2.63)
C (-1.44, 0.40, 2.59)
B (-0.32, 0.08, 0.19)
C (-1.22, 1.18, -0.47)
C (-2.57, 1.22, -0.78)
C (-2.83, 2.44, -1.46)
C (-1.62, 3.11, -1.50)
C (-1.24, 4.41, -1.99)
O (-0.65, 2.35, -0.91)
C (0.99, 0.82, 0.62)
C (1.63, 1.12, 1.79)
C (2.86, 1.78, 1.45)
C (2.90, 1.88, 0.08)
C (3.81, 2.30, -0.97)
O (1.76, 1.32, -0.40)
C (-1.19, -0.57, 1.51)
C (-0.64, -1.83, 2.14)
C (-1.64, -2.76, 2.24)
C (-2.78, -2.22, 1.64)
C (-4.14, -2.71, 1.77)
O (-2.55, -1.00, 1.13)
O (-1.15, 0.05, 3.88)
H (-2.32, 1.34, 6.67)
H (-2.08, -0.40, 6.40)
H (-0.67, 0.71, 6.49)
H (-2.97, 2.75, 4.34)
H (-2.72, 1.97, 1.77)
H (-3.29, 0.42, -0.59)
H (-3.79, 2.79, -1.84)
H (-1.75, 4.59, -2.95)
H (-1.56, 5.22, -1.32)
H (-0.16, 4.50, -2.14)
H (1.29, 0.89, 2.80)
H (3.62, 2.13, 2.14)
H (4.56, 2.99, -0.58)
H (4.34, 1.43, -1.39)
H (3.27, 2.79, -1.80)
H (0.39, -1.92, 2.50)
H (-1.63, -3.72, 2.75)
H (-4.12, -3.80, 1.77)
H (-4.53, -2.39, 2.75)
H (-4.80, -2.36, 0.98)

Properties
- Kohn-Sham gap (eV) = 5.853
- HOMO energy (eV) = -6.990
- largest force on an atom (eV/A) = 3.412
- lowest unoccupied orbital energy (hartree) = -0.0418
- energy above the lowest of the compared OMol25 structures with the same formula, charge and spin (eV) = 0.0000


2.
Below is 2 unconnected molecules or ions with the total composition CH5OS at a distorted geometry, with properties calculated with ωB97M-V with the def2-TZVPD basis set.

Cartesian coordinates (Å):
C (-0.46, 0.69, 1.05)
S (-1.05, -1.00, 1.09)
H (-0.35, 1.15, 1.93)
H (0.49, 0.68, 0.64)
H (-1.10, 1.29, 0.36)
H (0.15, -0.66, -1.86)
H (1.21, -1.47, -1.38)
O (1.10, -0.69, -1.84)

Properties
- Kohn-Sham gap (eV) = 6.538
- HOMO energy (eV) = -2.111
- total charge = -1
- largest force on an atom (eV/A) = 3.876
- lowest unoccupied orbital energy (hartree) = 0.1627
- energy above the lowest of the compared OMol25 structures with the same formula, charge and spin (eV) = 0.6439


3.
Below is a gas-phase ion, C12H13BrN2 (charge +2) at a distorted geometry, with properties calculated with ωB97M-V with the def2-TZVPD basis set.

Cartesian coordinates (Å):
C (0.02, 2.43, -0.79)
C (-0.85, 1.45, -0.16)
N (-2.10, 1.31, -0.55)
C (-0.42, 0.64, 1.03)
C (0.37, 1.65, 1.97)
C (1.62, 1.20, 1.86)
N (1.78, 0.13, 1.01)
C (0.59, -0.32, 0.58)
C (0.48, -1.53, -0.14)
C (-0.77, -2.23, -0.28)
C (-0.78, -3.44, -0.95)
C (0.36, -4.14, -1.24)
C (1.62, -3.53, -0.94)
Br (3.17, -4.49, -1.41)
C (1.68, -2.25, -0.40)
H (-0.21, 3.25, -0.23)
H (-0.12, 2.71, -1.85)
H (1.06, 2.07, -0.82)
H (-2.64, 0.59, -0.05)
H (-2.59, 1.75, -1.42)
H (-1.19, -0.02, 1.41)
H (-0.02, 2.61, 2.38)
H (2.50, 1.58, 2.29)
H (2.67, -0.22, 1.10)
H (-1.68, -1.84, 0.10)
H (-1.80, -3.83, -1.14)
H (0.36, -5.19, -1.65)
H (2.58, -1.71, -0.30)

Properties
- Kohn-Sham gap (eV) = 6.510
- HOMO energy (eV) = -15.546
- total charge = +2
- structure (SMILES) = CC(=[NH2+])[C@@H]1C=C[NH+]=C1c1cccc(Br)c1
- largest force on an atom (eV/A) = 3.551
- lowest unoccupied orbital energy (hartree) = -0.3320
- energy above the lowest of the compared OMol25 structures with the same formula, charge and spin (eV) = 0.0000


4.
Below is 11 unconnected molecules or ions with the total composition C48H85FN2O20, with properties calculated with ωB97M-V with the def2-TZVPD basis set.

Cartesian coordinates (Å):
F (0.07, 4.03, 3.44)
C (0.23, 2.72, 3.22)
C (0.24, 2.25, 1.94)
C (0.43, 0.88, 1.69)
C (0.57, 0.02, 2.74)
C (0.55, 0.49, 4.07)
N (0.66, -0.41, 5.10)
C (0.61, 0.09, 6.30)
C (0.47, 1.48, 6.55)
N (0.36, 2.37, 5.61)
C (0.38, 1.87, 4.34)
H (0.10, 2.95, 1.13)
H (0.41, 0.48, 0.68)
H (0.70, -1.04, 2.58)
H (0.66, -0.59, 7.14)
H (0.44, 1.82, 7.58)
C (3.95, 1.43, -4.30)
C (2.45, 1.21, -4.24)
O (2.07, 0.36, -3.15)
C (1.86, 0.83, -1.91)
C (2.27, 2.24, -1.57)
O (1.37, 0.08, -1.10)
H (4.32, 1.94, -3.42)
H (4.20, 2.03, -5.18)
H (4.46, 0.47, -4.37)
H (1.90, 2.15, -4.21)
H (2.12, 0.68, -5.13)
H (3.24, 2.22, -1.08)
H (1.54, 2.64, -0.89)
H (2.32, 2.90, -2.42)
C (-4.51, -0.80, 4.91)
C (-4.74, -1.25, 6.34)
O (-3.52, -1.28, 7.10)
C (-2.99, -0.19, 7.68)
C (-3.56, 1.17, 7.37)
O (-2.02, -0.33, 8.38)
H (-4.12, 0.21, 4.85)
H (-5.44, -0.85, 4.34)
H (-3.78, -1.45, 4.43)
H (-5.49, -0.64, 6.85)
H (-5.10, -2.27, 6.35)
H (-2.96, 1.63, 6.59)
H (-3.48, 1.78, 8.27)
H (-4.60, 1.17, 7.06)
C (-1.89, 3.74, -5.49)
C (-1.14, 2.61, -4.81)
O (-0.53, 3.03, -3.59)
C (-1.18, 3.08, -2.41)
C (-2.68, 2.90, -2.37)
O (-0.54, 3.31, -1.42)
H (-2.71, 4.11, -4.88)
H (-2.29, 3.40, -6.45)
H (-1.21, 4.57, -5.68)
H (-1.77, 1.74, -4.64)
H (-0.31, 2.28, -5.44)
H (-3.15, 3.88, -2.35)
H (-2.93, 2.37, -1.45)
H (-3.09, 2.33, -3.20)
C (4.57, 0.75, -9.70)
C (4.19, 0.82, -8.24)
O (2.83, 1.22, -8.05)
C (1.79, 0.36, -8.11)
C (2.02, -1.06, -8.59)
O (0.70, 0.76, -7.81)
H (3.98, 0.00, -10.24)
H (5.62, 0.50, -9.81)
H (4.39, 1.71, -10.18)
H (4.39, -0.12, -7.72)
H (4.77, 1.58, -7.74)
H (1.76, -1.12, -9.64)
H (1.37, -1.70, -8.00)
H (3.04, -1.42, -8.45)
C (5.06, 7.61, 0.40)
C (4.54, 6.20, 0.59)
O (3.84, 5.73, -0.57)
C (4.45, 5.19, -1.64)
C (5.96, 5.25, -1.75)
O (3.77, 4.71, -2.50)
H (5.79, 7.67, -0.41)
H (5.54, 7.96, 1.32)
H (4.24, 8.28, 0.16)
H (5.33, 5.50, 0.86)
H (3.81, 6.18, 1.39)
H (6.22, 6.10, -2.38)
H (6.29, 4.34, -2.24)
H (6.48, 5.34, -0.80)
C (-5.72, -6.14, 10.75)
C (-4.80, -5.23, 9.98)
O (-5.29, -4.94, 8.67)
C (-6.19, -3.98, 8.42)
C (-6.89, -3.29, 9.57)
O (-6.45, -3.72, 7.27)
H (-6.70, -5.69, 10.92)
H (-5.28, -6.39, 11.72)
H (-5.88, -7.07, 10.20)
H (-4.58, -4.30, 10.52)
H (-3.84, -5.72, 9.81)
H (-7.86, -3.76, 9.72)
H (-7.06, -2.25, 9.29)
H (-6.34, -3.30, 10.50)
C (-1.30, -4.03, -0.63)
C (-1.17, -2.70, 0.08)
O (-2.44, -2.04, 0.18)
C (-3.32, -2.30, 1.16)
C (-3.08, -3.47, 2.09)
O (-4.31, -1.63, 1.24)
H (-1.94, -4.72, -0.09)
H (-0.32, -4.49, -0.76)
H (-1.74, -3.87, -1.62)
H (-0.70, -2.78, 1.06)
H (-0.54, -2.02, -0.50)
H (-3.65, -4.32, 1.73)
H (-3.45, -3.20, 3.08)
H (-2.04, -3.76, 2.20)
C (1.59, 4.84, 9.42)
C (2.39, 3.67, 9.97)
O (3.02, 3.98, 11.22)
C (2.38, 3.89, 12.40)
C (0.89, 3.65, 12.43)
O (3.01, 4.05, 13.41)
H (0.77, 5.12, 10.09)
H (1.17, 4.59, 8.45)
H (2.24, 5.71, 9.31)
H (1.78, 2.76, 10.06)
H (3.20, 3.43, 9.29)
H (0.39, 4.61, 12.55)
H (0.66, 3.03, 13.30)
H (0.49, 3.15, 11.56)
C (-3.34, -2.97, -5.00)
C (-2.67, -4.28, -5.36)
O (-1.66, -4.12, -6.36)
C (-0.40, -3.74, -6.06)
C (-0.06, -3.26, -4.67)
O (0.41, -3.74, -6.94)
H (-2.63, -2.26, -4.56)
H (-4.14, -3.13, -4.28)
H (-3.76, -2.50, -5.89)
H (-2.27, -4.79, -4.48)
H (-3.40, -4.95, -5.81)
H (-0.10, -2.17, -4.66)
H (0.95, -3.57, -4.45)
H (-0.72, -3.64, -3.89)
C (1.98, -3.91, -12.61)
C (2.77, -5.13, -12.18)
O (3.66, -4.84, -11.10)
C (3.26, -4.84, -9.80)
C (1.79, -4.94, -9.47)
O (4.10, -4.69, -8.96)
H (1.33, -3.55, -11.81)
H (1.36, -4.15, -13.47)
H (2.65, -3.10, -12.88)
H (2.13, -5.97, -11.93)
H (3.43, -5.45, -12.99)
H (1.41, -3.94, -9.30)
H (1.68, -5.50, -8.55)
H (1.19, -5.43, -10.24)

Properties
- Kohn-Sham gap (eV) = 8.796
- HOMO energy (eV) = -8.600
- structure (SMILES) = Fc1cccc2nccnc12.CCOC(C)=O.CCOC(C)=O.CCOC(C)=O.CCOC(C)=O.CCOC(C)=O.CCOC(C)=O.CCOC(C)=O.CCOC(C)=O.CCOC(C)=O.CCOC(C)=O
- largest force on an atom (eV/A) = 0.797
- lowest unoccupied orbital energy (hartree) = 0.0072


5.
Below is 2 unconnected molecules or ions with the total composition C3H6N2S at a distorted geometry, with properties calculated with ωB97M-V with the def2-TZVPD basis set.

Cartesian coordinates (Å):
N (-2.71, 1.78, -0.06)
C (-2.85, 0.58, -0.13)
S (-3.13, -0.91, 0.11)
H (-3.38, 2.49, 0.03)
C (0.68, 0.80, 0.47)
N (-0.11, -0.11, 0.10)
C (0.42, -1.38, -0.14)
H (1.72, 0.69, 0.55)
H (0.40, 1.74, 0.60)
H (1.45, -1.44, -0.36)
H (0.45, -1.91, 0.70)
H (-0.10, -1.83, -0.86)

Properties
- Kohn-Sham gap (eV) = 10.063
- HOMO energy (eV) = -9.180
- structure (SMILES) = N=C=S.C=NC
- largest force on an atom (eV/A) = 4.846
- lowest unoccupied orbital energy (hartree) = 0.0325
- energy above the lowest of the compared OMol25 structures with the same formula, charge and spin (eV) = 2.8080


6.
Below is 4 unconnected molecules or ions with the total composition C4H15NO3 at a distorted geometry, with properties calculated with ωB97M-V with the def2-TZVPD basis set.

Cartesian coordinates (Å):
C (1.11, -0.80, -0.13)
C (1.57, 0.60, 0.37)
C (0.41, 1.22, 1.10)
N (-0.80, 0.49, 0.59)
C (-0.38, -0.88, 0.18)
H (1.63, -1.61, 0.38)
H (1.36, -0.87, -1.19)
H (2.49, 0.45, 0.95)
H (1.82, 1.21, -0.51)
H (0.46, 1.12, 2.20)
H (0.25, 2.26, 0.83)
H (-1.45, 0.39, 1.36)
H (-0.63, -1.57, 1.00)
H (-0.99, -1.16, -0.68)
O (-2.86, 0.79, -3.18)
H (-3.37, 1.23, -3.86)
H (-3.50, 0.58, -2.49)
O (0.96, -2.83, 4.00)
H (0.08, -2.54, 4.28)
H (1.10, -2.18, 3.30)
O (0.58, 1.54, -2.52)
H (-0.30, 1.22, -2.28)
H (0.82, 1.32, -3.42)

Properties
- Kohn-Sham gap (eV) = 9.317
- HOMO energy (eV) = -8.761
- structure (SMILES) = C1CCNC1.O.O.O
- largest force on an atom (eV/A) = 1.203
- lowest unoccupied orbital energy (hartree) = 0.0204
- energy above the lowest of the compared OMol25 structures with the same formula, charge and spin (eV) = 0.8711


7.
Below is a molecular structure, C16H32ClN2O13P2S2 at a distorted geometry, with properties calculated with ωB97M-V with the def2-TZVPD basis set.

Cartesian coordinates (Å):
O (-2.53, -0.19, 5.35)
S (-2.67, 0.28, 4.01)
O (-1.70, 1.27, 3.65)
Cl (-4.50, 1.26, 3.80)
N (-2.80, -0.92, 2.93)
S (-1.66, -2.08, 3.19)
O (-2.03, -2.99, 4.24)
O (-0.37, -1.46, 3.43)
C (-1.46, -2.98, 1.63)
C (0.03, -3.34, 1.38)
C (0.55, -4.32, 2.46)
N (2.01, -4.30, 2.59)
C (2.48, -3.18, 3.41)
C (3.23, -2.06, 2.67)
C (3.57, -0.94, 3.45)
C (4.27, 0.15, 2.93)
C (4.68, 0.15, 1.60)
C (4.35, -0.94, 0.81)
C (3.63, -2.02, 1.33)
O (3.33, -3.06, 0.45)
H (-1.80, -2.39, 0.77)
H (-2.06, -3.90, 1.64)
H (0.65, -2.44, 1.28)
H (0.08, -3.87, 0.41)
H (0.27, -5.34, 2.11)
H (0.04, -4.20, 3.43)
H (2.28, -5.16, 3.05)
H (3.18, -3.59, 4.16)
H (1.64, -2.74, 3.99)
H (3.27, -0.86, 4.50)
H (4.48, 1.01, 3.57)
H (5.21, 1.00, 1.18)
H (4.64, -1.00, -0.25)
H (2.62, -2.71, -0.11)
C (-0.22, 2.02, -3.29)
O (1.18, 1.96, -3.59)
P (1.78, 0.46, -4.05)
O (1.53, -0.21, -2.73)
O (3.30, 1.06, -4.16)
C (3.55, 2.40, -4.57)
O (2.22, -0.92, -4.89)
C (3.07, -1.84, -4.22)
H (-0.50, 3.06, -3.18)
H (-0.81, 1.57, -4.09)
H (-0.42, 1.50, -2.35)
H (3.60, 3.05, -3.70)
H (2.79, 2.76, -5.26)
H (4.52, 2.43, -5.07)
H (2.50, -2.45, -3.53)
H (3.89, -1.34, -3.71)
H (3.49, -2.50, -4.99)
C (-6.75, 2.22, -0.75)
O (-5.32, 2.20, -0.61)
P (-4.50, 3.54, -1.20)
O (-4.83, 3.35, -2.66)
O (-3.07, 2.88, -0.81)
C (-2.92, 2.00, 0.32)
O (-3.85, 5.07, -1.27)
C (-2.97, 5.35, -2.35)
H (-7.15, 1.39, -0.17)
H (-7.17, 3.15, -0.37)
H (-7.02, 2.09, -1.79)
H (-3.05, 0.97, 0.00)
H (-3.63, 2.23, 1.11)
H (-1.91, 2.10, 0.72)
H (-3.54, 5.55, -3.26)
H (-2.27, 4.53, -2.52)
H (-2.41, 6.25, -2.09)

Properties
- Kohn-Sham gap (eV) = 5.591
- HOMO energy (eV) = -5.811
- total charge = -1
- largest force on an atom (eV/A) = 8.427
- lowest unoccupied orbital energy (hartree) = -0.0081


8.
Below is a molecular structure, C14H42FO7S7Tl at a distorted geometry, with properties calculated with ωB97M-V with the def2-TZVPD basis set.

Cartesian coordinates (Å):
Tl (0.56, 0.13, 0.44)
F (-0.64, -2.44, 0.94)
C (-0.01, 5.24, -0.57)
S (-1.26, 3.92, -0.50)
O (-0.60, 2.57, -0.33)
C (-1.84, 4.26, 1.21)
H (0.70, 4.84, 0.14)
H (-0.42, 6.25, -0.44)
H (0.49, 5.25, -1.54)
H (-2.30, 3.32, 1.50)
H (-2.24, 5.26, 0.99)
H (-0.92, 4.52, 1.73)
C (-4.04, -1.09, 1.85)
S (-3.23, 0.46, 2.52)
O (-2.00, 0.78, 1.60)
C (-4.47, 1.79, 2.40)
H (-3.33, -1.90, 1.65)
H (-4.31, -0.75, 0.84)
H (-4.88, -1.41, 2.46)
H (-4.00, 2.73, 2.69)
H (-5.30, 1.41, 3.01)
H (-4.68, 2.00, 1.35)
C (-3.03, 0.55, -3.14)
S (-3.06, -0.70, -1.76)
O (-2.14, -0.12, -0.68)
C (-2.17, -1.87, -2.88)
H (-3.00, 0.12, -4.14)
H (-2.15, 1.19, -3.02)
H (-3.89, 1.18, -2.92)
H (-2.15, -2.76, -2.25)
H (-1.12, -1.72, -3.16)
H (-2.88, -1.98, -3.70)
C (-1.02, -1.85, 5.03)
S (0.53, -1.74, 4.09)
O (0.45, -0.42, 3.22)
C (1.45, -1.29, 5.70)
H (-1.39, -0.82, 5.08)
H (-1.05, -2.24, 6.05)
H (-1.76, -2.42, 4.47)
H (1.00, -0.32, 5.91)
H (2.54, -1.20, 5.62)
H (1.16, -1.79, 6.62)
C (0.93, 2.87, -3.91)
S (1.19, 1.07, -3.55)
O (0.32, 0.59, -2.37)
C (0.25, 0.67, -5.10)
H (0.83, 3.13, -4.97)
H (1.82, 3.32, -3.48)
H (0.14, 3.21, -3.24)
H (0.71, 0.88, -6.07)
H (-0.64, 1.30, -5.08)
H (-0.04, -0.38, -4.98)
C (4.41, 0.00, 2.88)
S (3.82, -1.68, 2.34)
O (2.88, -1.59, 1.12)
C (5.37, -2.16, 1.40)
H (3.56, 0.34, 3.48)
H (4.50, 0.56, 1.95)
H (5.32, 0.05, 3.49)
H (5.50, -1.48, 0.56)
H (5.36, -3.16, 0.95)
H (6.15, -2.02, 2.14)
C (2.61, -3.09, -3.71)
S (2.60, -2.52, -1.99)
O (1.86, -1.17, -1.83)
C (1.40, -3.84, -1.56)
H (1.63, -3.10, -4.19)
H (3.07, -4.03, -4.01)
H (3.26, -2.35, -4.18)
H (1.90, -4.80, -1.65)
H (0.41, -3.76, -2.02)
H (1.25, -3.80, -0.48)

Properties
- Kohn-Sham gap (eV) = 3.492
- HOMO energy (eV) = -13.406
- total charge = +2
- largest force on an atom (eV/A) = 3.849
- lowest unoccupied orbital energy (hartree) = -0.3643
- energy above the lowest of the compared OMol25 structures with the same formula, charge and spin (eV) = 2.0469


Look up the largest force on an atom of the seventh one.
8.427 eV/A


Among the records above, which one has the highest lowest unoccupied orbital energy?
CH5OS


What is the lowest unoccupied orbital energy in the fifth record?
0.0325 hartree